1.
{
  "formula": "C33H21BrF9N2PSn",
  "method": "ωB97M-V with the def2-TZVPD basis set",
  "species": ["Sn", "Br", "C", "C", "C", "C", "C", "C", "N", "C", "C", "C", "C", "C", "C", "N", "H", "H", "H", "H", "H", "H", "H", "H", "H", "F", "C", "F", "F", "C", "C", "C", "C", "C", "C", "P", "C", "C", "C", "C", "C", "C", "C", "F", "F", "F", "C", "C", "C", "C", "C", "C", "C", "F", "F", "F", "H", "H", "H", "H", "H", "H", "H", "H", "H", "H", "H", "H"],
  "xyz": [[2.215, -0.205, -0.281], [2.129, 5.546, 4.629], [2.409, 4.523, 3.088], [2.304, 3.136, 3.203], [2.477, 2.359, 2.070], [2.681, 2.938, 0.810], [2.765, 4.346, 0.723], [2.663, 5.135, 1.859], [2.725, 2.127, -0.327], [3.191, 2.535, -1.502], [3.223, 1.659, -2.634], [3.692, 2.089, -3.905], [3.725, 1.194, -4.949], [3.318, -0.117, -4.715], [2.839, -0.492, -3.479], [2.799, 0.371, -2.458], [2.076, 2.719, 4.179], [2.432, 1.276, 2.182], [2.939, 4.841, -0.237], [2.784, 6.210, 1.796], [3.525, 3.570, -1.600], [3.940, 3.135, -4.015], [4.075, 1.488, -5.923], [3.378, -0.840, -5.522], [2.452, -1.485, -3.297], [-6.142, -2.880, -3.439], [-6.040, -1.581, -3.053], [-7.029, -1.315, -2.142], [-6.218, -0.788, -4.149], [-4.681, -1.294, -2.438], [-4.386, -1.779, -1.138], [-3.171, -1.561, -0.513], [-2.163, -0.886, -1.206], [-2.395, -0.411, -2.502], [-3.620, -0.628, -3.097], [-0.561, -0.679, -0.376], [-0.232, -2.369, 0.177], [0.468, -3.170, -0.724], [0.883, -4.441, -0.348], [0.578, -4.977, 0.922], [-0.223, -4.173, 1.769], [-0.637, -2.888, 1.409], [1.057, -6.356, 1.324], [0.215, -7.344, 0.907], [2.280, -6.585, 0.742], [1.205, -6.452, 2.672], [-0.973, 0.245, 1.106], [-2.022, 1.178, 1.060], [-2.239, 2.019, 2.145], [-1.427, 1.977, 3.305], [-0.432, 0.950, 3.342], [-0.235, 0.085, 2.280], [-1.569, 3.014, 4.392], [-0.736, 2.693, 5.428], [-1.235, 4.278, 3.947], [-2.838, 3.069, 4.872], [-5.156, -2.332, -0.625], [-3.016, -1.898, 0.496], [-1.590, 0.107, -3.014], [-3.771, -0.301, -4.107], [0.654, -2.791, -1.735], [1.432, -5.056, -1.049], [-0.547, -4.555, 2.724], [-1.254, -2.300, 2.081], [-2.647, 1.214, 0.180], [-3.018, 2.763, 2.078], [0.172, 0.853, 4.234], [0.502, -0.713, 2.368]],
  "forces_ev_per_angstrom": [[0.1, 0.6, -0.5], [0.1, 0.1, -0.1], [-0.2, -0.2, 0.1], [0.1, 0.4, -0.3], [-0.2, -0.3, -0.1], [-0.2, 1.2, 0.7], [0.3, -0.1, 0.0], [0.1, -0.4, -0.1], [0.9, -0.5, -2.6], [-1.1, 0.2, 3.1], [0.2, -1.2, -1.9], [-0.8, 0.2, 1.7], [0.0, -0.6, 0.2], [0.2, 0.0, -0.7], [0.0, 0.3, 0.2], [0.0, 0.7, 0.5], [0.2, -0.1, -0.2], [0.0, 0.2, -0.1], [-0.2, -0.1, 0.4], [-0.1, -0.1, 0.0], [0.1, -0.3, -0.2], [0.2, 0.0, -0.1], [0.0, 0.1, -0.2], [-0.1, 0.0, 0.2], [0.1, -0.1, 0.0], [-0.1, 1.2, 0.4], [-0.2, 0.4, -0.3], [1.0, -0.4, -1.2], [-0.1, -0.8, 1.0], [2.1, -0.1, 1.1], [-0.8, 0.2, -0.8], [0.0, 0.2, -0.6], [0.0, 0.4, -0.7], [0.4, -0.4, 0.9], [-1.5, -0.4, -0.3], [-0.5, -0.4, 0.2], [0.0, -0.1, 0.2], [0.2, -0.1, 0.3], [0.0, -0.8, 0.3], [-0.9, 1.8, -0.4], [0.2, -0.5, -0.3], [0.6, -0.5, -0.4], [0.6, -0.7, 0.0], [0.8, 1.1, 0.5], [-1.2, 0.1, 0.6], [-0.2, 0.0, -1.3], [-0.5, 0.2, 0.4], [0.7, -0.2, 0.5], [0.5, 0.4, 0.8], [0.6, -1.4, -1.9], [-0.9, 1.3, 0.7], [0.1, 0.4, -0.1], [0.0, 0.4, 0.8], [-0.7, 0.6, -0.8], [-0.4, -1.6, 0.5], [1.2, 0.1, -0.5], [-0.1, 0.0, 0.2], [0.0, -0.2, 0.2], [-0.2, 0.0, -0.2], [-0.1, 0.2, -0.3], [0.1, -0.2, 0.2], [0.1, 0.0, 0.0], [0.1, -0.2, 0.1], [0.2, -0.2, 0.0], [-0.1, 0.3, 0.0], [-0.2, 0.1, 0.0], [0.0, -0.1, 0.0], [-0.1, 0.2, 0.0]],
  "lowdin_charge": [1.34, 0.86, -0.67, -0.11, -0.04, -0.28, 0.01, -0.08, -0.04, -0.02, -0.23, 0.05, 0.01, 0.00, -0.10, -0.08, 0.11, 0.07, 0.12, 0.12, 0.14, 0.13, 0.13, 0.13, 0.12, 0.15, -0.52, 0.14, 0.13, -0.05, 0.03, -0.06, -0.36, -0.07, 0.01, 0.96, -0.44, -0.13, 0.01, -0.06, 0.04, -0.06, -0.52, 0.15, 0.12, 0.14, -0.40, -0.04, 0.03, -0.06, 0.01, -0.14, -0.51, 0.12, 0.11, 0.15, 0.13, 0.11, 0.11, 0.12, 0.10, 0.13, 0.13, 0.11, 0.11, 0.13, 0.12, 0.10],
  "lumo_ev": [-7.985, -7.984],
  "orbital_gap_ev": [6.015, 6.017],
  "total_charge": 2
}



2.
{
  "formula": "C33H21F4N6PtSTe",
  "method": "ωB97M-V with the def2-TZVPD basis set",
  "species": ["Pt", "C", "C", "N", "C", "C", "C", "C", "C", "C", "C", "C", "C", "N", "C", "H", "H", "H", "H", "H", "H", "H", "H", "Te", "C", "C", "C", "C", "S", "H", "H", "H", "C", "C", "C", "C", "C", "H", "H", "H", "H", "H", "H", "H", "H", "H", "H", "F", "C", "C", "F", "C", "C", "C", "F", "C", "C", "C", "N", "C", "N", "F", "C", "C", "N", "C", "N"],
  "xyz": [[0.337, -1.167, -1.336], [-3.684, -2.603, -0.301], [-2.682, -1.876, -0.961], [-1.449, -2.321, -1.090], [-1.144, -3.542, -0.569], [-2.119, -4.396, 0.018], [-3.414, -3.863, 0.171], [-1.734, -5.684, 0.430], [-0.438, -6.109, 0.273], [0.570, -5.254, -0.240], [1.936, -5.614, -0.361], [2.845, -4.662, -0.830], [2.421, -3.401, -1.173], [1.112, -3.030, -1.088], [0.211, -3.948, -0.635], [-4.664, -2.159, -0.185], [-2.902, -0.918, -1.416], [-4.180, -4.456, 0.658], [-2.476, -6.331, 0.883], [-0.158, -7.110, 0.577], [2.252, -6.610, -0.079], [3.897, -4.900, -0.918], [3.114, -2.647, -1.516], [-2.289, 1.773, -2.241], [-3.973, 2.453, -1.188], [-4.317, 2.370, 0.125], [-5.580, 2.962, 0.404], [-6.174, 3.477, -0.702], [-5.195, 3.265, -2.098], [-3.685, 1.915, 0.875], [-6.017, 2.994, 1.391], [-7.125, 3.974, -0.794], [2.254, 2.529, -2.552], [2.255, 0.995, -2.536], [1.587, 0.466, -3.811], [3.690, 0.475, -2.484], [1.513, 0.518, -1.267], [2.798, 2.911, -3.418], [2.733, 2.920, -1.650], [1.235, 2.922, -2.586], [2.213, 0.665, -4.685], [0.617, 0.941, -3.968], [1.429, -0.610, -3.732], [4.231, 0.777, -3.383], [3.690, -0.615, -2.424], [4.222, 0.866, -1.613], [2.045, 0.817, -0.358], [0.146, 4.906, 1.785], [0.535, 3.704, 2.209], [1.235, 3.662, 3.377], [1.461, 4.815, 4.008], [1.747, 2.465, 3.931], [1.392, 1.311, 3.195], [0.641, 1.354, 2.055], [0.236, 0.188, 1.585], [0.220, 2.555, 1.434], [-0.517, 2.660, 0.206], [-0.686, 1.673, -0.812], [0.127, 0.781, -1.314], [-1.208, 3.875, -0.061], [-1.789, 4.827, -0.352], [1.748, 0.113, 3.649], [2.505, 2.421, 5.120], [2.705, 3.540, 5.965], [2.891, 4.394, 6.718], [3.126, 1.248, 5.613], [3.681, 0.346, 6.070]],
  "forces_ev_per_angstrom": [[-0.1, -0.3, -0.2], [-0.3, 0.1, -0.1], [0.1, -0.1, -0.1], [-0.1, 0.3, 0.3], [0.6, -0.9, 0.1], [-0.5, 0.7, -0.1], [0.5, -0.2, -0.1], [0.5, -0.5, 0.1], [-0.8, 0.0, 0.2], [1.0, 0.3, -0.3], [-0.8, -0.3, 0.2], [0.2, 0.6, -0.3], [0.2, -0.4, 0.1], [0.3, 0.3, -0.1], [-0.8, -0.2, 0.1], [0.0, 0.0, -0.1], [0.1, 0.1, 0.1], [0.0, 0.0, 0.0], [0.0, 0.0, 0.0], [0.0, 0.0, 0.0], [0.0, 0.0, 0.0], [0.0, 0.0, 0.0], [-0.1, 0.0, 0.0], [0.0, -0.2, 0.3], [0.0, 0.1, -0.4], [0.1, -0.1, 0.1], [0.0, 0.0, 0.1], [0.0, 0.1, -0.3], [0.1, 0.0, 0.4], [0.0, 0.0, 0.0], [0.0, 0.0, 0.0], [0.0, 0.0, 0.1], [0.1, -0.1, 0.0], [-0.1, 0.1, 0.1], [0.0, 0.1, 0.1], [-0.1, 0.0, 0.2], [0.5, -0.3, -0.2], [0.0, 0.0, 0.0], [0.0, 0.0, 0.0], [0.0, 0.0, 0.0], [0.0, 0.1, 0.0], [0.0, 0.0, 0.0], [0.0, 0.0, 0.0], [0.0, 0.0, 0.0], [0.0, 0.0, 0.0], [0.0, 0.0, 0.0], [-0.1, -0.2, 0.0], [0.1, 0.2, 0.0], [0.1, 0.0, 0.1], [-0.1, 0.0, -0.1], [0.1, 0.1, 0.0], [0.2, -0.1, 0.2], [0.0, 0.2, -0.2], [0.1, 0.3, 0.2], [-0.2, -0.5, -0.6], [-0.1, 0.1, -0.3], [0.3, -0.1, 0.1], [0.1, -0.1, -0.5], [-0.7, 1.1, 0.7], [-0.3, 0.3, -0.2], [0.0, 0.0, 0.0], [0.0, -0.2, 0.1], [-0.2, 0.0, -0.3], [0.0, 0.3, 0.2], [0.0, 0.0, -0.1], [0.1, -0.3, 0.1], [0.0, 0.0, 0.0]],
  "mulliken_spin": [0.05, 0.09, -0.05, 0.06, 0.11, 0.04, -0.04, -0.04, 0.06, -0.11, 0.39, -0.03, 0.15, 0.21, 0.10, 0.01, -0.01, 0.00, 0.00, 0.00, 0.03, 0.00, 0.05, 0.03, 0.00, 0.00, 0.00, 0.00, 0.00, 0.00, 0.00, 0.00, 0.00, 0.01, 0.00, 0.00, -0.03, 0.00, 0.00, 0.00, 0.00, 0.00, 0.00, 0.00, 0.00, 0.00, 0.00, 0.00, -0.02, 0.06, 0.00, -0.03, 0.05, -0.02, 0.00, 0.10, 0.08, 0.02, 0.12, -0.03, 0.05, 0.01, 0.35, -0.03, 0.13, -0.03, 0.13],
  "lumo_ev": [1.986, -0.334],
  "orbital_gap_ev": [4.711, 4.905],
  "spin_multiplicity": 3,
  "s_squared": 2.086,
  "relative_energy_kcal_mol": 8.33,
  "total_charge": -1
}



The evaluated energy for the records listed, in turn: -147148.860, -75745.841 eV.